# 1
C3H5NS2 as an isolated structure in a non-equilibrium geometry, computed with ωB97M-V with the def2-TZVPD basis set.

Last column: Mulliken charge in e.
CARTESIAN COORDINATES (ANGSTROEM)
1 C -0.75 -1.37 0.72  -0.139
2 C -1.43 -1.08 -0.41  -0.390
3 C 1.48 1.18 -0.25  -0.907
4 N -0.07 -0.39 1.40  -0.528
5 S -1.41 0.61 -0.87  -0.142
6 S -0.14 0.99 0.75  0.218
7 H -0.89 -2.33 1.00  0.442
8 H -2.00 -1.63 -1.00  0.462
9 H 1.35 2.14 -0.86  0.315
10 H 1.57 0.37 -0.82  0.337
11 H 2.29 1.51 0.35  0.331

Properties
- Frontier orbital gap: 7.82 eV
- 2S+1: 1
- HOMO level: -7.26 eV
- Lowest unoccupied orbital energy: 0.566 eV
- Total charge: 0
- Strongest force on any atom: 6.03 eV Å⁻¹
- ΔE to the lowest compared entry with this formula, charge and spin: 71.3 kcal per mole
- DFT total energy: -26349.63944 eV

---

# 2
C6H10 as an isolated structure in a non-equilibrium geometry, computed with ωB97M-V with the def2-TZVPD basis set.

Last column: Mulliken charge in e.
CARTESIAN COORDINATES (ANGSTROEM)
1 C 1.67 -0.31 0.28  -0.539
2 C 0.53 -1.02 -0.58  -0.398
3 C -0.83 -1.07 0.03  -0.675
4 C -1.11 0.17 0.86  -0.425
5 C -0.71 1.23 -0.16  -0.952
6 C 0.92 0.38 -0.77  -0.027
7 H 1.40 -0.21 1.33  0.109
8 H 2.74 -0.47 0.13  0.298
9 H 0.81 -1.78 -1.31  0.361
10 H -1.19 -0.02 -1.02  0.318
11 H -1.21 -2.03 0.38  0.338
12 H -0.56 0.24 1.81  0.234
13 H -2.18 0.25 1.10  0.309
14 H -0.11 2.10 0.16  0.328
15 H -1.60 1.75 -0.56  0.356
16 H 1.41 0.79 -1.65  0.364

Properties
- Frontier orbital gap: 9.54 eV
- 2S+1: 1
- HOMO level: -8.36 eV
- Lowest unoccupied orbital energy: 1.184 eV
- Total charge: 0
- Strongest force on any atom: 3.63 eV Å⁻¹
- ΔE to the lowest compared entry with this formula, charge and spin: 128.1 kcal per mole
- DFT total energy: -6378.30263 eV

---

# 3
C24H55AsF6NOSi6V as an isolated structure in a non-equilibrium geometry, computed with ωB97M-V with the def2-TZVPD basis set.

Last column: Mulliken charge in e.
CARTESIAN COORDINATES (ANGSTROEM)
1 V 0.33 -0.47 0.44  -1.644
2 C 4.23 -1.55 -0.11  -1.364
3 O 3.08 -0.70 -0.16  0.619
4 Si 3.16 0.90 0.25  -0.763
5 C 4.42 1.68 -0.92  -1.459
6 C 3.91 1.18 1.95  -1.127
7 C 1.20 1.25 0.01  2.564
8 Si 1.12 1.95 -1.85  0.261
9 C 2.21 3.42 -2.30  -1.490
10 C -0.59 2.58 -2.32  -0.639
11 C 1.57 0.43 -2.90  -0.699
12 Si 0.91 2.83 1.22  0.277
13 C 0.94 2.51 3.08  -1.329
14 C -0.66 3.85 0.89  -1.337
15 C 2.29 4.09 0.89  -1.309
16 H 4.62 -1.70 -1.12  0.300
17 H 3.94 -2.51 0.32  0.325
18 H 5.01 -1.12 0.51  0.508
19 H 5.34 1.09 -0.80  0.462
20 H 4.68 2.70 -0.66  0.469
21 H 4.16 1.65 -1.98  0.413
22 H 4.98 0.95 1.87  0.545
23 H 3.50 0.55 2.73  0.183
24 H 3.84 2.22 2.28  0.467
25 H 1.60 4.32 -2.34  0.479
26 H 2.61 3.27 -3.31  0.374
27 H 3.05 3.63 -1.65  0.476
28 H -0.75 3.60 -1.97  0.749
29 H -1.41 1.96 -1.97  -0.627
30 H -0.64 2.63 -3.41  0.574
31 H 2.60 0.12 -2.73  0.299
32 H 1.48 0.67 -3.96  0.666
33 H 0.90 -0.40 -2.68  -0.420
34 H 0.31 1.71 3.45  0.275
35 H 0.59 3.43 3.55  0.625
36 H 1.95 2.33 3.45  0.419
37 H -1.59 3.37 1.17  0.350
38 H -0.73 4.21 -0.13  0.314
39 H -0.55 4.73 1.53  0.593
40 H 3.28 3.67 0.68  0.289
41 H 2.39 4.69 1.79  0.530
42 H 2.02 4.76 0.08  0.404
43 C -4.63 -0.34 0.99  -1.082
44 Si -3.00 0.57 0.68  0.380
45 C -2.45 1.19 2.38  -0.852
46 C -3.47 2.02 -0.44  -1.283
47 C -1.59 -0.62 -0.12  1.350
48 Si -2.17 -1.02 -2.04  0.785
49 C -4.04 -1.24 -2.01  -1.302
50 C -1.92 0.13 -3.52  -1.247
51 C -1.33 -2.60 -2.68  -1.329
52 Si -1.89 -2.36 0.78  -0.633
53 C -2.31 -2.39 2.61  -0.968
54 C -3.13 -3.61 0.09  -1.237
55 C -0.19 -3.08 0.24  0.547
56 C 0.10 -4.43 0.29  -0.610
57 C 1.20 -4.92 -0.41  -0.789
58 C 1.93 -4.04 -1.19  -1.358
59 C 1.63 -2.70 -1.16  -0.613
60 N 0.62 -2.22 -0.42  1.290
61 H -5.14 0.20 1.79  0.562
62 H -4.53 -1.38 1.33  0.236
63 H -5.28 -0.33 0.12  0.387
64 H -3.16 1.95 2.70  0.668
65 H -1.46 1.64 2.39  -0.513
66 H -2.47 0.40 3.13  0.373
67 H -4.30 2.52 0.04  0.555
68 H -3.82 1.69 -1.42  0.363
69 H -2.69 2.75 -0.59  0.294
70 H -4.55 -0.27 -2.00  0.338
71 H -4.44 -1.84 -1.20  0.329
72 H -4.33 -1.73 -2.95  0.522
73 H -2.61 0.97 -3.52  0.414
74 H -2.16 -0.49 -4.38  0.563
75 H -0.91 0.52 -3.66  0.207
76 H -1.25 -3.44 -1.99  0.288
77 H -0.34 -2.39 -3.09  0.333
78 H -1.94 -2.95 -3.52  0.722
79 H -3.39 -2.36 2.75  0.574
80 H -1.88 -1.59 3.20  0.064
81 H -1.95 -3.33 3.03  0.362
82 H -4.15 -3.33 0.35  0.512
83 H -2.93 -4.57 0.58  0.524
84 H -3.09 -3.77 -0.99  0.393
85 H -0.54 -5.09 0.86  0.588
86 H 1.45 -5.97 -0.36  0.547
87 H 2.75 -4.39 -1.81  0.579
88 H 2.19 -1.99 -1.75  0.602
89 F 0.12 -0.34 2.24  -0.698
90 As 1.26 -1.55 3.58  1.719
91 F -0.02 -1.34 4.68  -0.407
92 F 1.95 -0.09 4.09  -0.429
93 F 2.29 -2.56 4.44  -0.400
94 F 2.23 -1.54 2.12  -0.433
95 F 0.43 -2.87 2.84  -0.391

Properties
- Frontier orbital gap: 7.15 eV
- 2S+1: 1
- HOMO level: -15.59 eV
- Lowest unoccupied orbital energy: -8.448 eV
- Total charge: +2
- Strongest force on any atom: 2.29 eV Å⁻¹
- DFT total energy: -179407.21753 eV